The following is a quantum chemistry calculation of an isolated molecule of C2H8N2O2 at a distorted geometry, from the Open Molecules 2025 dataset.

Results
* gap between HOMO and LUMO: 10.335 eV
* E_HOMO: -9.3 eV
* charge: 0
* total energy: -9274.033 eV
* lowest unoccupied orbital energy: 1.07 eV

Structure (XYZ):
```
14
C2H8N2O2 (the ωB97M-V functional and the def2-TZVPD basis)
C -1.774 0.593 0.703
C 1.161 -1.831 -0.428
N 0.871 1.658 -0.400
N 0.294 0.336 -0.489
O -0.467 0.117 0.757
O 1.425 -0.447 -0.291
H -2.429 -0.013 1.497
H -2.149 0.311 -0.311
H -1.731 1.666 0.919
H 2.126 -2.155 -0.679
H 0.493 -2.008 -1.258
H 1.019 -2.478 0.491
H 0.766 1.985 0.539
H 0.395 2.266 -1.049
```

The following is a quantum chemistry calculation of an isolated molecule of C6H7N3OS at a distorted geometry, from the Open Molecules 2025 dataset.

Results
* gap between HOMO and LUMO: 8.850 eV
* E_HOMO: -8.9 eV
* charge: 0
* total energy: -23683.488 eV
* lowest unoccupied orbital energy: -0.06 eV

Structure (XYZ):
```
18
C6H7N3OS (the ωB97M-V functional and the def2-TZVPD basis)
C -0.650 0.577 -1.560
C -0.260 -0.736 0.422
C 0.061 -0.912 2.734
C 0.582 0.864 -2.306
C 1.308 2.033 -1.526
C 1.943 0.700 -1.423
H -1.672 -1.085 -0.999
H 0.149 -1.276 3.598
H 0.523 0.977 -3.448
H 1.871 2.684 -2.238
H 0.564 2.737 -0.807
H 2.963 0.702 -1.974
H 2.071 -0.185 -0.631
N -0.784 -0.525 -0.799
N 0.515 0.262 1.000
N 0.672 0.131 2.334
O -1.721 1.334 -1.689
S -0.840 -1.841 1.513
```

The following is a quantum chemistry calculation of a cluster of 2 separate species, CH4N2O2 in total at a distorted geometry, from the Open Molecules 2025 dataset.

Results
* gap between HOMO and LUMO: 10.925 eV
* E_HOMO: -10.3 eV
* charge: 0
* total energy: -8175.030 eV
* lowest unoccupied orbital energy: 0.67 eV

Structure (XYZ):
```
9
CH4N2O2 (the ωB97M-V functional and the def2-TZVPD basis)
C -2.693 -0.172 -0.918
N -2.652 0.236 0.197
N 0.759 -1.025 -0.321
O -2.756 -0.662 -1.969
O 0.198 0.312 -0.149
H -1.844 0.667 0.721
H 0.595 0.579 0.700
H -0.078 -1.550 -0.727
H 1.523 -1.081 -1.071
```

The following is a quantum chemistry calculation of a structure of composition C23H21IrN12, from the Open Molecules 2025 dataset.

Results
* gap between HOMO and LUMO: 6.645 eV
* E_HOMO: -7.8 eV
* charge: 0
* total energy: -44913.336 eV
* lowest unoccupied orbital energy: -1.13 eV

Structure (XYZ):
```
57
C23H21IrN12 (the ωB97M-V functional and the def2-TZVPD basis)
Ir 0.617 -0.195 -0.261
C -0.593 -1.942 2.079
N -0.820 -1.535 0.677
C -2.214 -1.065 0.562
C -0.673 -2.751 -0.186
C -0.708 -2.341 -1.629
C -1.362 -3.072 -2.609
C -1.332 -2.639 -3.929
C -0.658 -1.469 -4.246
C -0.027 -0.723 -3.256
C -0.042 -1.141 -1.928
H -1.290 -2.746 2.337
H -0.775 -1.105 2.749
H 0.429 -2.297 2.186
H -2.894 -1.869 0.861
H -2.429 -0.782 -0.465
H -2.376 -0.215 1.223
H -1.444 -3.489 0.069
H 0.293 -3.184 0.064
H -1.884 -3.985 -2.343
H -1.830 -3.212 -4.701
H -0.622 -1.128 -5.274
H 0.489 0.188 -3.544
N 3.367 -0.939 -2.099
C 2.876 0.349 -2.196
N 3.338 1.261 -3.029
N 2.554 2.336 -2.821
N 1.679 2.097 -1.909
N 1.855 0.825 -1.489
C 3.177 -1.687 -0.959
N 3.986 -2.640 -0.531
N 3.447 -3.046 0.630
N 2.376 -2.384 0.896
N 2.168 -1.502 -0.112
H 4.216 -1.118 -2.608
C 1.804 1.012 3.937
C 1.835 0.420 2.668
N 0.957 0.726 1.735
C 0.017 1.664 1.990
C -0.086 2.309 3.226
C 0.842 1.947 4.218
C -1.095 3.315 3.411
C -1.907 3.673 2.395
C -1.803 3.049 1.105
C -2.580 3.431 -0.003
C -2.379 2.811 -1.208
C -1.443 1.776 -1.302
N -0.741 1.367 -0.262
C -0.875 2.023 0.919
H 2.542 0.727 4.673
H 2.559 -0.344 2.408
H 0.796 2.422 5.191
H -1.175 3.795 4.378
H -2.651 4.448 2.531
H -3.312 4.222 0.103
H -2.934 3.097 -2.090
H -1.264 1.255 -2.233
```

The following is a quantum chemistry calculation of a cluster of 2 separate species, C6H14N2O2 in total at a distorted geometry, from the Open Molecules 2025 dataset.

Results
* gap between HOMO and LUMO: 10.054 eV
* E_HOMO: -9.4 eV
* charge: 0
* total energy: -13523.296 eV
* lowest unoccupied orbital energy: 0.69 eV

Structure (XYZ):
```
24
C6H14N2O2 (the ωB97M-V functional and the def2-TZVPD basis)
O 11.871 -1.851 -8.710
C 10.877 -2.017 -8.032
N 10.409 -3.206 -7.843
C 9.333 -3.387 -6.754
C 11.044 -4.399 -8.425
H 10.324 -1.244 -7.445
H 8.341 -3.352 -7.235
H 9.402 -2.558 -6.029
H 9.427 -4.341 -6.209
H 10.617 -5.262 -7.886
H 12.143 -4.442 -8.342
H 10.768 -4.478 -9.490
O 11.294 -0.485 -3.764
C 12.496 -0.399 -3.950
N 13.265 -1.380 -4.379
C 14.690 -1.060 -4.587
C 12.937 -2.841 -4.344
H 13.016 0.589 -3.962
H 15.201 -2.018 -4.780
H 15.162 -0.579 -3.714
H 14.825 -0.406 -5.465
H 13.816 -3.308 -3.869
H 12.941 -3.094 -5.418
H 12.025 -3.263 -3.887
```

The following is a quantum chemistry calculation of a cluster of 2 separate species, C2H6NO2 in total at a distorted geometry, from the Open Molecules 2025 dataset.

Results
* gap between HOMO and LUMO: 12.254 eV
* E_HOMO: -16.4 eV
* charge: +1
* total energy: -7746.971 eV
* lowest unoccupied orbital energy: -4.15 eV

Structure (XYZ):
```
11
C2H6NO2 (the ωB97M-V functional and the def2-TZVPD basis)
C 1.075 0.640 0.783
C 0.319 -0.341 -0.070
N -0.003 -1.635 -0.205
O 1.078 0.409 -0.740
O -1.466 0.656 -0.466
H 0.637 1.575 1.144
H 1.985 0.316 1.277
H 0.239 -2.121 -1.171
H -1.940 1.118 0.222
H -0.850 -2.032 0.234
H -1.075 1.416 -1.007
```